An isolated molecule of C3H6N2O. Source: OMol25; level of theory: ωB97M-V/def2-TZVPD.

```
12
Properties=species:S:1:pos:R:3
O -1.782 -2.473 0.893
N 1.694 -0.343 -0.791
N -0.194 -1.075 0.117
C 0.184 1.487 -0.132
C -1.397 -1.335 0.724
C 0.595 0.028 -0.264
H 2.260 0.446 -1.084
H 0.293 -1.930 -0.134
H -1.983 -0.459 1.044
H -0.317 1.772 0.798
H 1.099 2.086 -0.201
H -0.453 1.795 -0.970
```

## Properties
energy = -302.664017 Eh
E_HOMO = -9.84 eV
multiplicity = 1